Density functional theory data (ωB97M-V with the def2-TZVPD basis set) for a molecular structure, C22H27BaCl2N7O8S.

Each line ends with the natural charge from an NBO analysis.
Element x y z (Å)
Ba -0.254 0.969 -0.044  1.8186
N 2.269 1.301 -1.728  -0.8806
C 2.798 2.617 -2.072  -0.2287
C 1.685 3.505 -2.605  -0.2140
N 0.627 3.798 -1.635  -0.4761
C 1.090 4.721 -0.587  -0.2342
C 1.479 4.097 0.748  -0.2275
N 0.326 3.457 1.374  -0.8842
C -0.565 4.331 -2.308  -0.2181
C -1.869 3.919 -1.644  -0.2289
N -2.117 2.495 -1.871  -0.8819
H 2.883 0.767 -1.124  0.3944
H 2.110 0.738 -2.556  0.3665
H 3.591 2.581 -2.829  0.1826
H 3.246 3.057 -1.181  0.1926
H 1.225 2.983 -3.449  0.1897
H 2.125 4.433 -3.003  0.1746
H 0.287 5.435 -0.379  0.1949
H 1.938 5.317 -0.955  0.1887
H 1.902 4.903 1.359  0.1816
H 2.252 3.337 0.628  0.1964
H -0.399 4.128 1.599  0.3688
H 0.584 2.984 2.233  0.3932
H -0.584 3.956 -3.335  0.1919
H -0.520 5.426 -2.385  0.1815
H -2.669 4.559 -2.036  0.1808
H -1.822 4.082 -0.565  0.2000
H -2.319 2.322 -2.849  0.3608
H -2.925 2.178 -1.342  0.3944
O 1.346 0.359 2.004  -0.8007
C 1.433 -0.801 1.522  0.7393
O 1.494 -1.062 0.294  -0.7886
C 1.355 -1.970 2.477  -0.0733
C 1.060 -1.758 3.816  -0.1373
C 0.921 -2.851 4.651  0.0035
C 1.062 -4.150 4.204  -0.1577
C 1.356 -4.323 2.866  0.0006
C 1.504 -3.261 1.993  -0.1463
N 1.496 -5.700 2.351  0.5341
O 1.320 -6.613 3.131  -0.3714
O 1.754 -5.833 1.172  -0.3710
N 0.603 -2.630 6.075  0.5347
O 0.414 -3.611 6.765  -0.3713
O 0.548 -1.483 6.465  -0.3678
H 0.935 -0.752 4.187  0.2716
H 0.940 -4.991 4.868  0.2804
H 1.708 -3.424 0.945  0.2744
Cl -4.525 -1.793 2.079  0.0009
C -4.304 -0.211 1.338  -0.3048
Cl -4.893 -0.213 -0.355  -0.0413
C -2.836 0.250 1.290  0.7335
O -1.935 -0.615 1.273  -0.7828
O -2.680 1.490 1.186  -0.7840
H -4.908 0.509 1.877  0.2353
S -0.334 -1.996 -4.705  0.3976
C -0.465 -0.628 -3.655  -0.1202
N -0.710 -0.872 -2.415  -0.4905
C -0.830 -2.243 -2.201  0.1628
C -1.108 -2.852 -0.975  -0.2128
C -1.175 -4.227 -0.930  -0.1965
C -0.973 -5.004 -2.080  -0.1929
C -0.711 -4.417 -3.300  -0.2187
C -0.643 -3.026 -3.346  -0.2502
H -0.337 0.372 -4.048  0.2095
H -1.284 -2.252 -0.090  0.2582
H -1.390 -4.717 0.010  0.2216
H -1.025 -6.082 -2.010  0.2216
H -0.560 -5.015 -4.188  0.2227

Forces on atoms 1 to 2 (eV/Å):
0.1 0.4 -0.6
-0.1 -0.1 0.2

Values from the calculation:
energy relative to the best compared isomer or geometry (same formula, charge and spin)	0.368	eV
spin multiplicity	1
orbital gap	8.63	eV
M	757.80	g mol⁻¹
E	-86637.332	eV